1.
Computed, not measured: a molecular structure, C50H36BCl4CoN4O2, with ωB97M-V/def2-TZVPD.

Gap between HOMO and LUMO   0.2201 hartree
E_LUMO   -0.0412 Ha
HOMO energy   -7.11 eV
Charge   0

Cartesian coordinates (Å):
1 Co 0.704 -0.334 -0.576
2 Cl -0.890 5.320 -7.936
3 C -0.574 4.280 -6.580
4 C -1.630 3.650 -5.944
5 C -1.370 2.819 -4.865
6 C -0.069 2.613 -4.412
7 C 0.973 3.261 -5.070
8 C 0.730 4.092 -6.152
9 C 0.197 1.712 -3.257
10 C 0.798 2.230 -2.123
11 C 1.110 3.624 -1.948
12 C 1.790 3.724 -0.789
13 C 1.876 2.395 -0.246
14 C 2.538 2.092 0.929
15 C 3.311 3.169 1.610
16 C 2.918 3.645 2.857
17 C 3.623 4.657 3.491
18 C 4.737 5.195 2.868
19 Cl 5.628 6.462 3.655
20 C 5.150 4.739 1.627
21 C 4.431 3.730 1.004
22 C 2.481 0.842 1.517
23 N 1.682 -0.198 1.108
24 C 1.796 -1.144 2.091
25 C 1.078 -2.329 2.163
26 C 1.154 -3.131 3.413
27 C 0.764 -2.575 4.629
28 C 0.812 -3.308 5.804
29 C 1.260 -4.618 5.765
30 Cl 1.321 -5.548 7.231
31 C 1.659 -5.196 4.571
32 C 1.603 -4.449 3.405
33 C 0.293 -2.774 1.118
34 C -0.540 -3.948 1.183
35 C -1.094 -4.096 -0.033
36 C -0.615 -3.004 -0.844
37 N 0.212 -2.189 -0.119
38 C -0.956 -2.834 -2.172
39 C -0.645 -1.684 -2.877
40 C -0.902 -1.516 -4.283
41 C -0.603 -0.238 -4.583
42 C -0.142 0.376 -3.365
43 N -0.123 -0.536 -2.340
44 C -1.707 -3.918 -2.865
45 C -2.975 -3.683 -3.390
46 C -3.682 -4.688 -4.031
47 C -3.112 -5.944 -4.152
48 Cl -3.990 -7.209 -4.958
49 C -1.854 -6.207 -3.637
50 C -1.161 -5.193 -2.995
51 C 2.754 -0.733 3.081
52 C 3.180 0.495 2.724
53 N 1.239 1.495 -1.056
54 H -2.642 3.813 -6.286
55 H -2.191 2.329 -4.358
56 H 1.991 3.103 -4.736
57 H 1.543 4.587 -6.664
58 H 0.830 4.414 -2.623
59 H 2.181 4.613 -0.325
60 H 2.044 3.220 3.334
61 H 3.313 5.029 4.457
62 H 6.024 5.168 1.158
63 H 4.747 3.367 0.034
64 H 0.409 -1.552 4.656
65 H 0.501 -2.870 6.742
66 H 2.013 -6.217 4.557
67 H 1.928 -4.895 2.473
68 H -0.689 -4.564 2.053
69 H -1.784 -4.858 -0.356
70 H -1.254 -2.285 -4.948
71 H -0.659 0.248 -5.542
72 H -3.419 -2.702 -3.282
73 H -4.670 -4.503 -4.429
74 H -1.423 -7.193 -3.742
75 H -0.174 -5.390 -2.596
76 H 3.070 -1.325 3.923
77 H 3.912 1.113 3.216
78 C -2.849 -0.316 3.138
79 C -2.615 0.363 1.799
80 C -3.915 0.439 1.012
81 O -1.715 -0.478 1.039
82 B -0.775 0.325 0.449
83 O -0.915 1.650 0.777
84 C -1.842 1.727 1.884
85 C -0.984 1.867 3.136
86 C -2.702 2.962 1.694
87 H -3.403 -1.242 2.981
88 H -3.432 0.322 3.805
89 H -1.906 -0.566 3.621
90 H -4.297 -0.573 0.878
91 H -3.752 0.872 0.025
92 H -4.668 1.028 1.537
93 H -0.296 1.024 3.229
94 H -1.588 1.936 4.041
95 H -0.388 2.776 3.044
96 H -3.216 2.947 0.736
97 H -2.066 3.847 1.725
98 H -3.444 3.045 2.491

2.
Computed, not measured: a single C5H13NO molecule in a non-equilibrium geometry, with ωB97M-V/def2-TZVPD.

Gap between HOMO and LUMO   0.3814 hartree
ΔE to the lowest compared entry with this formula, charge and spin   0.5847 eV
E_LUMO   0.0290 Ha
SMILES   CC(C)(C)[C@@H](N)O
HOMO energy   -9.59 eV
Charge   0

Cartesian coordinates (Å):
1 C 0.210 1.032 1.135
2 C 0.282 0.158 -0.135
3 C 0.211 1.070 -1.360
4 C 1.622 -0.607 -0.047
5 C -0.891 -0.801 -0.234
6 N -0.908 -1.799 0.770
7 O -2.159 -0.148 -0.088
8 H -0.703 1.650 1.125
9 H 0.179 0.466 2.043
10 H 1.106 1.707 1.202
11 H 0.520 0.467 -2.203
12 H -0.751 1.452 -1.496
13 H 0.930 1.917 -1.263
14 H 2.421 0.105 0.021
15 H 1.668 -1.291 0.849
16 H 1.750 -1.232 -0.933
17 H -0.875 -1.282 -1.231
18 H -0.533 -1.416 1.639
19 H -1.882 -2.050 0.902
20 H -2.198 0.601 -0.697

3.
Computed, not measured: 2 unconnected molecules or ions with the total composition C4H16N4 in a non-equilibrium geometry, with ωB97M-V/def2-TZVPD.

Gap between HOMO and LUMO   0.3897 hartree
ΔE to the lowest compared entry with this formula, charge and spin   2.1023 eV
E_LUMO   -0.2382 Ha
HOMO energy   -17.09 eV
Charge   +2

Cartesian coordinates (Å):
1 C -0.187 -1.299 2.231
2 C 2.100 -0.950 1.171
3 N 1.027 -1.807 1.561
4 N 1.959 0.436 1.370
5 N 2.948 -1.462 0.243
6 H 1.312 -2.773 1.662
7 H 1.751 0.903 2.237
8 H 2.189 1.078 0.630
9 H 2.918 -2.356 -0.180
10 H 3.830 -1.075 -0.201
11 H 0.190 -0.441 2.937
12 H -0.763 -2.128 2.692
13 H -0.845 -0.968 1.410
14 C -1.891 1.367 -1.559
15 C -2.823 2.536 -1.312
16 N -2.336 0.712 -2.929
17 H -0.883 1.809 -1.713
18 H -1.877 0.606 -0.661
19 H -3.945 2.160 -1.249
20 H -2.676 3.241 -2.156
21 H -2.461 1.526 -3.713
22 H -1.414 0.119 -3.270
23 H -3.178 0.071 -2.949
24 H -2.534 3.155 -0.372

4.
Computed, not measured: 14 unconnected molecules or ions with the total composition C5H41N2O14 in a non-equilibrium geometry, with ωB97M-V/def2-TZVPD.

Gap between HOMO and LUMO   0.3343 hartree
ΔE to the lowest compared entry with this formula, charge and spin   3.2744 eV
E_LUMO   -0.0841 Ha
HOMO energy   -11.39 eV
Charge   +1

Cartesian coordinates (Å):
1 N -0.916 1.910 1.125
2 C -2.052 0.855 1.391
3 C -3.383 1.650 1.255
4 C -4.406 1.314 0.159
5 O -4.045 1.709 -1.167
6 C -1.834 -0.291 0.443
7 N -0.932 -1.406 0.783
8 C -0.030 -1.776 -0.295
9 H 0.011 1.477 1.153
10 H -0.932 2.524 1.937
11 H -1.052 2.402 0.227
12 H -1.912 0.692 2.451
13 H -3.944 1.645 2.188
14 H -3.086 2.685 1.074
15 H -5.309 1.878 0.379
16 H -4.703 0.266 0.200
17 H -3.892 0.882 -1.646
18 H -2.808 -0.799 0.532
19 H -1.680 0.006 -0.586
20 H -0.438 -1.245 1.651
21 H 1.008 -1.919 -0.032
22 H -0.293 -2.752 -0.724
23 H -0.059 -1.047 -1.105
24 H -2.708 -1.669 -1.731
25 H -4.070 -1.361 -2.521
26 O -3.393 -1.024 -1.930
27 H 3.137 -3.225 0.848
28 H 2.611 -1.897 1.285
29 O 3.039 -2.680 1.637
30 H 0.857 1.726 4.792
31 H 1.901 1.837 3.648
32 O 0.989 2.087 3.911
33 H 4.495 -0.226 -3.343
34 H 3.152 0.414 -3.028
35 O 3.744 -0.302 -2.763
36 H -0.166 -5.169 1.011
37 H 0.673 -4.554 2.094
38 O 0.609 -4.608 1.136
39 H 5.030 -0.103 -1.569
40 H 6.175 -0.915 -0.923
41 O 5.774 -0.046 -0.931
42 H 3.803 1.271 2.269
43 H 4.214 1.434 3.790
44 O 3.486 1.237 3.203
45 H -1.316 3.550 -1.989
46 H -2.558 2.860 -1.569
47 O -1.591 2.812 -1.434
48 H -1.853 1.012 -2.911
49 H -2.251 -0.085 -3.979
50 O -1.530 0.383 -3.562
51 H 4.689 0.707 0.340
52 H 4.498 2.218 0.229
53 O 4.076 1.428 0.576
54 H 0.192 0.461 -3.362
55 H 1.624 0.524 -3.959
56 O 1.146 0.392 -3.152
57 H 2.347 1.053 0.184
58 H 1.774 0.235 -0.812
59 O 1.438 0.805 -0.114
60 H -2.962 -4.186 0.692
61 H -1.732 -3.496 1.189
62 O -2.655 -3.559 1.355

5.
Computed, not measured: a molecular structure, C35H32Co2N2O6P in a non-equilibrium geometry, with ωB97M-V/def2-TZVPD.

Gap between HOMO and LUMO   0.1967 hartree
ΔE to the lowest compared entry with this formula, charge and spin   1.2013 eV
E_LUMO   0.0813 Ha
HOMO energy   -3.14 eV
Charge   -1

Cartesian coordinates (Å):
1 C 5.857 -1.076 -5.350
2 C 4.503 -1.047 -4.705
3 C 3.570 -2.048 -4.991
4 C 2.306 -2.060 -4.402
5 C 1.318 -3.129 -4.769
6 C 1.985 -1.054 -3.470
7 N 0.689 -1.028 -2.849
8 P 0.180 -2.174 -1.640
9 H 0.365 -1.247 -0.520
10 N -1.463 -1.684 -1.948
11 C -2.610 -2.445 -1.532
12 C -3.462 -1.917 -0.548
13 C -3.143 -0.605 0.087
14 C -4.596 -2.638 -0.170
15 C -4.909 -3.865 -0.762
16 C -6.127 -4.624 -0.323
17 C -4.058 -4.362 -1.757
18 C -2.920 -3.665 -2.162
19 C -2.055 -4.207 -3.263
20 C -1.558 -0.644 -2.853
21 C -0.353 -0.280 -3.360
22 C 2.889 -0.016 -3.201
23 C 2.504 1.085 -2.268
24 C 4.143 -0.032 -3.810
25 H 6.470 -0.239 -5.000
26 H 6.383 -2.015 -5.124
27 H 5.783 -1.008 -6.444
28 H 3.836 -2.832 -5.704
29 H 0.302 -2.730 -4.918
30 H 1.630 -3.596 -5.713
31 H 1.272 -3.935 -4.023
32 H -3.804 -0.449 0.942
33 H -2.112 -0.564 0.459
34 H -3.300 0.238 -0.601
35 H -5.249 -2.233 0.604
36 H -6.254 -5.533 -0.920
37 H -6.056 -4.911 0.736
38 H -7.037 -4.019 -0.431
39 H -4.301 -5.315 -2.233
40 H -2.558 -5.073 -3.711
41 H -1.889 -3.476 -4.067
42 H -1.079 -4.561 -2.898
43 H -2.524 -0.242 -3.122
44 H -0.165 0.479 -4.107
45 H 3.394 1.674 -2.033
46 H 1.774 1.771 -2.718
47 H 2.092 0.713 -1.322
48 H 4.855 0.765 -3.587
49 O -0.745 -1.002 4.533
50 C -0.990 0.107 4.322
51 Co -1.239 1.826 4.018
52 C -0.218 2.130 2.606
53 O 0.517 2.177 1.714
54 C -2.862 1.617 3.248
55 O -3.831 1.203 2.762
56 C -1.161 3.021 5.381
57 C 0.008 2.335 5.222
58 C 1.267 2.014 5.611
59 C 2.431 2.691 5.089
60 C 3.753 2.373 5.528
61 C 4.870 2.963 4.942
62 C 4.713 3.888 3.897
63 C 3.426 4.285 3.522
64 C 2.305 3.713 4.116
65 Co -2.094 4.123 3.997
66 C -3.765 4.121 3.450
67 O -4.866 4.202 3.104
68 C -1.042 4.661 2.711
69 O -0.387 5.153 1.892
70 C -2.139 5.567 4.952
71 O -2.162 6.552 5.555
72 H -1.632 3.162 6.363
73 H 1.405 1.219 6.362
74 H 3.869 1.640 6.330
75 H 5.878 2.695 5.267
76 H 5.585 4.315 3.400
77 H 3.288 5.041 2.748
78 H 1.301 4.060 3.861

6.
Computed, not measured: 2 unconnected molecules or ions with the total composition C3H10NPS in a non-equilibrium geometry, with ωB97M-V/def2-TZVPD.

Gap between HOMO and LUMO   0.2672 hartree
ΔE to the lowest compared entry with this formula, charge and spin   2.2847 eV
E_LUMO   -0.0392 Ha
SMILES   CC(C)N=S.P
HOMO energy   -8.34 eV
Charge   0

Cartesian coordinates (Å):
1 C 1.957 -0.427 -0.520
2 C 0.452 -0.892 -0.314
3 C 0.041 -1.718 -1.545
4 N -0.507 0.200 -0.152
5 S -0.312 1.467 -1.033
6 H 2.041 0.520 -0.005
7 H 2.815 -1.222 -0.272
8 H 2.038 -0.165 -1.627
9 H 0.466 -1.646 0.619
10 H -1.087 -2.004 -1.502
11 H 0.607 -2.704 -1.499
12 H 0.266 -1.187 -2.570
13 P -1.664 2.328 2.383
14 H -2.169 3.658 2.475
15 H -2.923 1.843 1.880
16 H -2.023 1.948 3.683

no.,E_tot (eV)
1,-150888.6359
2,-8933.4261
3,-10351.1743
4,-37490.4474
5,-136620.0892
6,-24883.9879